Run 1
The following is a quantum chemistry calculation of an isolated ion of composition C4H11N2 and charge +1, from the OMol25 dataset.

Calculated values
SMILES string: CC[N@@+]1(C)CN1
Frontier orbital gap: 12.982 eV

```
! wB97M-V def2-TZVPD RIJCOSX def2/J DEFGRID3
* xyz 1 1
N -0.59650 -0.01282 0.17140
N -1.79376 -0.79664 0.40478
C -0.81927 1.43679 0.03170
C 1.71486 -0.65849 -0.00926
C 0.66727 -0.30695 1.04022
C -1.22267 -0.87396 -0.85424
H 1.11695 0.62101 1.58325
H 0.55014 -1.12583 1.72986
H -1.79049 -0.41427 -1.57841
H -2.57171 -0.17857 0.38802
H -0.61536 -1.80025 -1.11573
H 0.08839 1.96516 -0.19186
H 2.73024 -0.78681 0.30190
H -1.42943 1.66264 -0.92124
H -1.31759 1.96508 0.93244
H 1.37680 -1.64964 -0.51798
H 1.67058 0.12919 -0.74439
*
```

=====

Run 2
The following is a quantum chemistry calculation of an isolated ion of composition C4H11N2 and charge +1, from the OMol25 dataset.

Calculated values
SMILES string: N/C=C/CC[NH3+]
Frontier orbital gap: 8.783 eV

```
! wB97M-V def2-TZVPD RIJCOSX def2/J DEFGRID3
* xyz 1 1
N 1.40737 -1.15230 -0.00253
N -1.79196 0.82783 -1.99443
C -0.94787 -0.04370 0.13127
C -0.12172 0.11767 1.40236
C 1.35009 0.02536 1.00624
C -0.94798 0.73277 -0.99150
H 2.37335 -1.56121 -0.00116
H 2.05072 -0.14698 1.74501
H -0.33285 1.03777 1.91884
H 0.61854 -1.70870 0.51988
H -0.01785 1.23173 -1.15723
H -2.58849 0.25529 -2.05098
H 1.67922 1.07088 0.56764
H -1.76245 1.70724 -2.36801
H -1.72971 -0.83924 0.06793
H 1.05355 -0.77299 -0.87506
H -0.29196 -0.78141 2.08173
*
```

=====

Run 3
The following is a quantum chemistry calculation of an isolated ion of composition C4H11N2 and charge +1, from the OMol25 dataset.

Calculated values
SMILES string: CN(C)CC=[NH2+]
Frontier orbital gap: 6.678 eV

```
! wB97M-V def2-TZVPD RIJCOSX def2/J DEFGRID3
* xyz 1 1
N -0.76271 0.09418 0.38787
N 2.51534 -0.21464 -1.48594
C 1.74094 0.13097 -0.46595
C -2.13186 0.58014 0.11226
C -0.46311 -0.33155 1.68942
C 0.18688 0.01750 -0.65542
H -0.17760 0.64351 -1.47278
H 0.26308 -1.08338 -1.10922
H -2.67233 -0.19913 -0.39139
H 1.92349 0.35586 0.52146
H -1.27019 -1.12621 1.93491
H -0.56611 0.32624 2.48177
H 0.52465 -0.69391 1.82521
H -2.67477 0.79929 0.92531
H 2.32850 -0.59130 -2.37658
H 3.53121 -0.11595 -1.39079
H -2.29540 1.40838 -0.53014
*
```

=====

Most stable pick: run 2. Distance to second place: 1.170 eV.

=====

Run 1
The following is a quantum chemistry calculation of a 2-piece molecular cluster, C4H11N2 overall, from the OMol25 dataset.

Calculated values
Frontier orbital gap: 9.466 eV

```
! wB97M-V def2-TZVPD RIJCOSX def2/J DEFGRID3
* xyz 1 1
N 1.03734 0.85085 1.36048
N -0.89080 0.02726 -0.25460
C -0.57762 -2.46692 -0.64010
C -0.85515 0.42543 -1.50785
C 1.79735 2.00748 0.76086
C -1.16477 -1.37683 -0.07624
H 0.35136 0.44386 0.64424
H -0.18742 -2.43923 -1.71690
H 1.65142 0.10176 1.64946
H 1.06088 2.83528 0.59172
H 2.22486 1.64334 -0.17685
H 0.41782 1.19259 2.10784
H -1.22472 -0.27200 -2.33103
H -0.53744 -3.44448 -0.12515
H -2.03923 -1.51875 0.58685
H 2.55220 2.35269 1.50354
H -0.49435 1.42320 -1.69495
*
```

=====

Run 2
The following is a quantum chemistry calculation of C4H11N2 as an isolated structure, from the OMol25 dataset.

Calculated values
Frontier orbital gap: 10.186 eV

```
! wB97M-V def2-TZVPD RIJCOSX def2/J DEFGRID3
* xyz 1 1
N -0.76122 0.29052 1.14620
N -2.37963 0.33825 -0.95245
C 2.52495 0.75222 0.29979
C 2.38219 -0.57000 0.43859
C -1.33918 -0.75949 -0.88740
C -0.60620 0.26488 -0.13305
H 2.75496 1.26969 -0.67342
H -1.58388 -1.63623 -0.30676
H -1.10610 -1.00171 -1.94764
H -0.37751 0.93058 1.80230
H -2.39807 0.69674 -1.87964
H 2.54847 1.59809 1.05615
H -3.29353 0.07171 -0.66610
H 0.19048 1.06643 -0.51505
H -1.36660 -0.36524 1.67142
H 2.35946 -1.13804 -0.42769
H 2.26588 -1.16822 1.36142
*
```

=====

Run 3
The following is a quantum chemistry calculation of an isolated ion of composition C4H11N2 and charge +1, from the OMol25 dataset.

Calculated values
SMILES string: C=C(N)CC[NH3+]
Frontier orbital gap: 9.572 eV

```
! wB97M-V def2-TZVPD RIJCOSX def2/J DEFGRID3
* xyz 1 1
N -0.59417 1.75766 0.19645
N -1.26609 -0.62557 -0.64922
C 0.08253 -0.94652 -0.28643
C 0.86912 -1.64403 -1.08948
C 0.69618 1.22976 0.71414
C 0.55948 -0.29513 0.98258
H 1.85652 -1.88277 -0.77380
H -1.89442 -0.78402 0.12601
H -0.87358 1.19548 -0.56762
H 0.44965 -2.00261 -2.02613
H 1.58349 -0.58858 1.18536
H 0.90765 1.71261 1.65667
H -1.58771 -1.14300 -1.45083
H -0.54861 2.72981 -0.07735
H -1.35368 1.55749 0.86359
H -0.18911 -0.41596 1.78532
H 1.48585 1.30625 0.00077
*
```

=====

Run 4
The following is a quantum chemistry calculation of an isolated ion of composition C4H11N2 and charge +1, from the OMol25 dataset.

Calculated values
SMILES string: CC/C([NH3+])=C/N
Frontier orbital gap: 10.951 eV

```
! wB97M-V def2-TZVPD RIJCOSX def2/J DEFGRID3
* xyz 1 1
N -1.66309 0.27364 -0.12881
N -0.93980 -2.11243 0.67795
C -0.29787 -0.07255 -0.49318
C 0.75853 0.92718 -0.93609
C 0.02611 -1.21838 0.05684
C 1.60672 1.39885 0.25577
H -2.32758 0.03513 -0.90620
H 2.37244 2.23815 -0.03623
H 0.24476 1.85649 -1.22786
H -0.71073 -3.00715 0.40165
H -1.74996 1.24956 0.13386
H 2.14189 0.47617 0.64587
H 1.32208 0.58576 -1.76334
H -1.92783 -0.40450 0.63682
H 0.96496 -1.71168 -0.01635
H -0.75224 -2.21049 1.64030
H 0.93160 1.69626 1.05900
*
```

=====

Most stable pick: run 3. Distance to second place: 0.879 eV.